ORCA calculation (the ωB97M-V functional and the def2-TZVPD basis) on a structure of composition C14H25MnN3O3 in a non-equilibrium geometry.

Cartesian coordinates (Å):
C: -1.204 -1.955 -7.004
C: -1.496 -1.246 -8.319
H: -0.990 -3.042 -7.138
H: -2.205 -1.857 -6.370
C: -1.469 0.144 -8.166
C: -1.034 0.684 -6.974
H: -1.129 0.132 -6.050
H: -0.788 1.738 -6.918
C: -1.674 -1.879 -9.651
H: -1.412 -2.933 -9.648
H: -1.003 -1.409 -10.374
H: -2.677 -1.815 -10.061
C: -1.871 1.073 -9.307
H: -2.898 0.898 -9.672
H: -1.197 1.011 -10.179
H: -1.823 2.112 -8.963
Mn: -0.433 -0.119 -0.748
O: -0.113 -0.780 -2.814
C: 0.571 -0.296 -3.763
O: 0.848 1.445 -1.156
C: 1.557 1.523 -2.186
O: 2.563 2.389 -2.175
N: 1.455 0.845 -3.394
C: 3.276 2.261 -3.471
C: 2.419 1.404 -4.339
H: 4.247 1.810 -3.274
H: 3.431 3.262 -3.855
H: 2.964 0.583 -4.788
H: 1.887 2.026 -5.046
C: 0.579 -0.679 -5.170
C: -0.007 -1.812 -5.987
H: 1.114 0.057 -5.778
H: -0.204 -2.591 -5.213
H: 0.849 -2.156 -6.610
N: -0.530 0.496 1.557
C: 0.786 0.237 2.235
C: 1.285 -1.139 1.825
N: 1.271 -1.211 0.330
H: -0.733 1.491 1.645
H: -1.256 0.025 2.113
H: 1.509 0.998 1.897
H: 0.707 0.299 3.334
H: 2.303 -1.311 2.212
H: 0.632 -1.925 2.230
H: 2.055 -0.665 -0.038
H: 1.441 -2.167 0.013

Output
- energy above the lowest of the compared OMol25 structures with the same formula, charge and spin (eV) = 1.5123
- molecular weight (g mol⁻¹) = 338.31
- highest occupied orbital energy (alpha / beta) (eV) = -13.232 / -13.241
- multiplicity = 6
- charge = +2